19
Properties=species:S:1:pos:R:3:forces:R:3 method="wB97M-V/def2-TZVPD" lumo_ev=3.63 orbital_gap_ev=6.240 homo_ev=-2.606 charge=-1
C 3.6198 1.8456 0.4026 -0.295 -0.434 -0.017
C 2.8061 0.9623 0.4576 0.648 0.640 -0.143
C -1.8076 -0.1115 0.8640 0.324 -0.032 -0.655
C 1.8394 -0.0550 0.5331 -0.379 -0.606 -0.049
C 1.9183 -1.1889 -0.1647 -0.079 0.012 0.135
C -1.9458 0.7702 -0.1970 0.244 1.342 -0.349
C 0.8879 -2.2608 -0.0901 -0.068 -0.018 0.023
C -3.0775 1.7743 -0.2046 0.156 -0.335 0.086
O -2.4797 -0.7416 -0.1108 -0.375 -0.934 0.540
O -1.3057 -0.4613 1.9142 -0.228 -0.160 0.316
H 4.3439 2.5957 0.3078 0.389 0.475 0.004
H 0.9922 0.1331 1.1792 -0.196 -0.107 0.074
H 2.7498 -1.3635 -0.8400 0.109 0.175 0.008
H 0.2397 -2.2218 -0.9671 -0.067 -0.015 -0.041
H 0.2601 -2.1286 0.7880 -0.115 -0.015 -0.004
H 1.3567 -3.2463 -0.0659 -0.003 -0.058 0.018
H -3.4956 1.8741 -1.2098 0.055 0.082 0.010
H -2.6562 2.7425 0.0797 -0.036 0.037 -0.031
H -3.9080 1.5447 0.4803 -0.083 -0.050 0.072